1.
64
Properties=species:S:1:pos:R:3:lowdin_charge:R:1 method="wB97M-V/def2-TZVPD" charge=-1 multiplicity=6 total_energy_ev=-61021.8213 lumo_ev="2.49 / 1.45" max_force_ev_per_a=2.09 mol_weight_g_mol=704.9 gap_ev="4.1 / 6.4"
Ir -0.7860 0.2365 -0.3721 1.277
N -2.3425 1.9565 0.6637 -0.042
C -3.6055 1.2276 0.7495 -0.181
C -3.3536 -0.1515 1.3841 -0.586
O -3.9963 -0.5017 2.3811 -0.024
N -2.4545 -0.8659 0.7240 -0.086
C -2.2354 -2.1973 1.2366 -0.138
C -0.8152 -2.4115 1.6926 -0.541
O -0.2757 -3.4788 1.8435 0.106
O -0.2056 -1.2450 1.8953 -0.207
H -2.1063 2.3131 1.5831 0.070
H -2.4072 2.7363 0.0166 0.059
H -3.9862 1.0676 -0.2632 0.117
H -4.3634 1.7586 1.3444 0.112
H -2.5028 -2.9610 0.4989 0.124
H -2.8752 -2.3288 2.1291 0.130
F -0.7585 5.2482 -2.8852 0.004
C -0.8956 3.8934 -3.0642 -0.289
C -0.8395 3.0490 -1.9541 -0.123
C -1.0013 1.6876 -2.0895 -0.216
C -1.1816 1.1096 -3.3908 -0.164
C -1.2798 2.0277 -4.4666 -0.213
F -1.5244 1.6051 -5.7495 0.015
C -1.1429 3.3902 -4.3269 0.026
C -1.2261 -0.3102 -3.4982 -0.253
C -1.4659 -1.0407 -4.6852 -0.046
C -1.5000 -2.4061 -4.6804 -0.123
C -1.3026 -3.0992 -3.4620 -0.120
C -1.0532 -2.3509 -2.3386 -0.199
N -1.0081 -1.0234 -2.3241 -0.060
H -0.6498 3.5045 -0.9902 0.092
H -1.2410 4.0387 -5.1824 0.119
H -1.6297 -0.5149 -5.6095 0.092
H -1.6664 -2.9691 -5.5868 0.084
H -1.3514 -4.1765 -3.4216 0.078
H -0.8761 -2.8402 -1.3869 0.094
C -0.0031 -1.6871 4.6689 -0.132
Si 0.5510 -0.5870 3.2142 0.536
C -0.2448 1.1443 3.3510 -0.140
C 2.3829 -0.4217 2.8037 -0.236
C 3.3314 -0.6347 3.8064 -0.113
C 4.6804 -0.4874 3.5697 -0.104
C 5.1080 -0.0930 2.3108 -0.090
C 4.1779 0.1251 1.3114 -0.115
C 2.8102 -0.0430 1.5145 -0.268
Si 1.6517 0.1535 -0.0510 0.531
C 2.2849 -1.3918 -1.0666 -0.215
C 2.4882 1.6500 -0.9961 -0.224
H 0.2819 -1.3145 5.6470 0.024
H 0.3896 -2.6947 4.5574 0.033
H -1.0905 -1.7501 4.6441 0.040
H 0.2738 1.7735 4.0694 0.028
H -1.2913 1.0745 3.6417 0.033
H -0.1859 1.6312 2.3785 -0.004
H 2.9944 -0.9266 4.7931 0.092
H 5.3970 -0.6822 4.3571 0.096
H 6.1660 0.0182 2.1083 0.098
H 4.5391 0.4171 0.3352 0.086
H 3.3679 -1.3642 -1.1518 0.013
H 1.8675 -1.4024 -2.0691 0.008
H 2.0112 -2.3261 -0.5861 0.015
H 3.4978 1.3986 -1.3027 0.005
H 2.5363 2.5420 -0.3805 0.016
H 1.9320 1.9010 -1.8928 0.002

2.
13
Properties=species:S:1:pos:R:3:lowdin_charge:R:1 method="wB97M-V/def2-TZVPD" total_energy_ev=-12763.5263 lumo_ev=0.38 max_force_ev_per_a=3.66 mol_weight_g_mol=119.1 gap_ev=10.2
H -2.1427 -0.1231 -1.0732 0.054
N -1.8129 0.6555 -0.4852 0.146
C -0.6383 0.6179 0.0850 -0.453
N -0.3233 1.8610 0.6533 -0.007
O 0.0996 1.7544 2.0136 -0.004
O 0.3419 -0.2863 0.3141 0.013
N 0.0395 -1.5136 -0.1233 0.016
C 0.9446 -1.9133 -1.0282 -0.320
O 1.5252 -1.1949 -1.8274 0.061
H -1.0519 2.4741 0.4017 0.107
H -0.6124 1.3140 2.4346 0.068
H -0.1876 -2.1331 0.7155 0.196
H 1.1000 -2.9656 -1.1355 0.123

3.
16
Properties=species:S:1:pos:R:3:lowdin_charge:R:1 method="wB97M-V/def2-TZVPD" charge=+2 multiplicity=7 total_energy_ev=-17036.9572 lumo_ev="-9.41 / -13.10" max_force_ev_per_a=5.95 mol_weight_g_mol=235.2 gap_ev="8.4 / 5.3"
H -1.2491 1.1369 1.5632 0.188
O 0.3787 0.4659 0.4554 0.041
O 1.4201 0.6964 2.9557 0.441
C -0.2035 1.4001 1.3254 -0.055
C 0.5586 1.4686 2.6160 0.053
H -0.2184 2.4152 0.8918 0.187
H 0.2551 2.3248 3.2579 0.231
O -1.5869 -0.4241 -0.4078 -0.131
C -0.3850 0.1104 -0.6335 -0.898
O 0.3609 -0.9458 -1.2846 -0.271
Ru -1.2424 -2.0403 -1.3560 1.536
O -0.6087 1.1325 -1.4777 0.279
C 1.5955 -0.5333 -1.9292 0.035
H 1.8589 0.5065 -1.6994 0.121
H 2.3973 -1.1772 -1.5497 0.121
H 1.4660 -0.6907 -3.0033 0.120

4.
37
Properties=species:S:1:pos:R:3:lowdin_charge:R:1 method="wB97M-V/def2-TZVPD" charge=+3 total_energy_ev=-111760.6892 lumo_ev="-15.18 / -15.18" max_force_ev_per_a=19.46 mol_weight_g_mol=608.5 gap_ev="2.6 / 2.6"
C 0.0000 0.0300 -6.5533 -0.067
C 0.0066 0.7479 -5.2327 -0.741
H 0.0035 0.7619 -7.3651 0.114
H -0.8858 -0.6090 -6.6071 0.097
H 0.8780 -0.6195 -6.6095 0.097
O 0.0179 1.9164 -5.0313 0.087
I -0.0070 -0.6992 -3.5218 0.701
Hf 0.0004 0.0509 1.3205 1.113
P 2.3122 -0.0942 1.2411 0.635
C 3.2778 1.2087 2.0940 -0.204
C 2.9760 -1.6481 1.9483 -0.249
H 4.0614 -1.7118 1.8141 0.096
H 4.0776 -0.2421 -0.4519 0.095
H 2.4855 -2.4853 1.4453 0.059
H 2.5024 -0.8808 -1.0250 0.027
H 3.0133 1.2198 3.1549 0.071
H 2.7345 -1.6906 3.0137 0.022
C 2.9935 -0.0848 -0.4593 -0.209
H 4.3536 1.0333 1.9888 0.090
H 2.7646 0.8732 -0.9335 0.066
H 3.0252 2.1838 1.6687 0.068
P -2.3139 -0.0511 1.2441 0.635
C -3.2541 1.2710 2.0957 -0.204
C -2.9968 -0.0323 -0.4555 -0.209
H -2.5326 -2.4382 1.4518 0.059
H -4.0923 -1.6341 1.8234 0.095
H -2.7624 -1.6369 3.0199 0.022
C -3.0057 -1.5911 1.9550 -0.249
H -2.5194 -0.8367 -1.0207 0.027
H -4.0834 -0.1718 -0.4467 0.095
H -4.3330 1.1171 1.9900 0.090
H -2.9819 2.2408 1.6702 0.068
H -2.7528 0.9215 -0.9310 0.066
H -2.9901 1.2774 3.1568 0.071
C 0.0157 1.5772 2.3128 -0.282
O 0.0258 2.5587 2.9505 0.328
Br -0.0157 -1.8303 3.2858 0.419

5.
15
Properties=species:S:1:pos:R:3:lowdin_charge:R:1 method="wB97M-V/def2-TZVPD" total_energy_ev=-9406.4916 lumo_ev=0.85 max_force_ev_per_a=1.84 mol_weight_g_mol=100.1 gap_ev=9.6
C 1.5967 -0.8646 0.6399 -0.003
C 0.6813 -0.0022 -0.1897 -0.416
O 1.1780 1.2582 -0.5307 0.033
C -0.2683 -0.5812 -1.2043 -0.022
O -1.0003 -1.4580 -0.1922 0.015
C -0.8691 -0.0742 -0.0004 -0.384
C -1.9143 0.8911 0.4025 0.010
H 2.4942 -1.1221 0.0744 0.085
H 1.8876 -0.3282 1.5423 0.088
H 1.0772 -1.7793 0.9121 0.086
H 2.1224 1.1848 -0.7135 0.105
H -0.4649 -0.5220 -2.2558 0.141
H -1.5795 1.8979 0.1597 0.088
H -2.8466 0.6777 -0.1201 0.089
H -2.0944 0.8218 1.4755 0.084

6.
24
Properties=species:S:1:pos:R:3:lowdin_charge:R:1 method="wB97M-V/def2-TZVPD" charge=-2 total_energy_ev=-33942.6642 lumo_ev=4.55 max_force_ev_per_a=19.35 mol_weight_g_mol=310.9 gap_ev=2.6
Ag -0.2634 0.2085 -0.5115 0.763
P 1.8789 -0.0018 1.9667 -0.081
O 1.5504 -1.4225 2.2315 -0.296
O 0.5671 -0.2649 1.3905 -0.532
O 3.0546 -0.6095 1.2939 -0.332
O 1.8197 0.2028 0.3658 -0.431
O 1.6031 -0.5032 -1.8478 -0.195
H 1.5773 0.2870 -2.3726 -0.030
H 1.7485 -0.1284 -0.8413 -0.069
O 0.9866 2.2909 -0.2080 -0.208
H 1.3885 1.3851 0.1136 -0.119
H 0.9862 2.8000 0.5853 -0.026
O -1.5833 0.4024 2.5603 -0.120
H -0.7221 0.1628 2.2290 -0.072
H -2.2853 -0.1039 2.1392 -0.006
O -2.4531 0.5160 -0.1886 -0.094
H -2.7492 1.4282 -0.1247 0.055
H -2.5466 0.2761 -1.1054 0.001
O -0.5729 -1.9709 0.1860 -0.158
H -0.4787 -2.8250 0.5786 0.002
H -0.1009 -1.2989 0.7998 -0.065
O -1.2138 -0.1952 -2.7055 -0.079
H -0.8627 -1.0115 -3.0806 0.058
H -1.3290 0.3758 -3.4543 0.033

Copy entry 1 word for word.
64
Properties=species:S:1:pos:R:3:lowdin_charge:R:1 method="wB97M-V/def2-TZVPD" charge=-1 multiplicity=6 total_energy_ev=-61021.8213 lumo_ev="2.49 / 1.45" max_force_ev_per_a=2.09 mol_weight_g_mol=704.9 gap_ev="4.1 / 6.4"
Ir -0.7860 0.2365 -0.3721 1.277
N -2.3425 1.9565 0.6637 -0.042
C -3.6055 1.2276 0.7495 -0.181
C -3.3536 -0.1515 1.3841 -0.586
O -3.9963 -0.5017 2.3811 -0.024
N -2.4545 -0.8659 0.7240 -0.086
C -2.2354 -2.1973 1.2366 -0.138
C -0.8152 -2.4115 1.6926 -0.541
O -0.2757 -3.4788 1.8435 0.106
O -0.2056 -1.2450 1.8953 -0.207
H -2.1063 2.3131 1.5831 0.070
H -2.4072 2.7363 0.0166 0.059
H -3.9862 1.0676 -0.2632 0.117
H -4.3634 1.7586 1.3444 0.112
H -2.5028 -2.9610 0.4989 0.124
H -2.8752 -2.3288 2.1291 0.130
F -0.7585 5.2482 -2.8852 0.004
C -0.8956 3.8934 -3.0642 -0.289
C -0.8395 3.0490 -1.9541 -0.123
C -1.0013 1.6876 -2.0895 -0.216
C -1.1816 1.1096 -3.3908 -0.164
C -1.2798 2.0277 -4.4666 -0.213
F -1.5244 1.6051 -5.7495 0.015
C -1.1429 3.3902 -4.3269 0.026
C -1.2261 -0.3102 -3.4982 -0.253
C -1.4659 -1.0407 -4.6852 -0.046
C -1.5000 -2.4061 -4.6804 -0.123
C -1.3026 -3.0992 -3.4620 -0.120
C -1.0532 -2.3509 -2.3386 -0.199
N -1.0081 -1.0234 -2.3241 -0.060
H -0.6498 3.5045 -0.9902 0.092
H -1.2410 4.0387 -5.1824 0.119
H -1.6297 -0.5149 -5.6095 0.092
H -1.6664 -2.9691 -5.5868 0.084
H -1.3514 -4.1765 -3.4216 0.078
H -0.8761 -2.8402 -1.3869 0.094
C -0.0031 -1.6871 4.6689 -0.132
Si 0.5510 -0.5870 3.2142 0.536
C -0.2448 1.1443 3.3510 -0.140
C 2.3829 -0.4217 2.8037 -0.236
C 3.3314 -0.6347 3.8064 -0.113
C 4.6804 -0.4874 3.5697 -0.104
C 5.1080 -0.0930 2.3108 -0.090
C 4.1779 0.1251 1.3114 -0.115
C 2.8102 -0.0430 1.5145 -0.268
Si 1.6517 0.1535 -0.0510 0.531
C 2.2849 -1.3918 -1.0666 -0.215
C 2.4882 1.6500 -0.9961 -0.224
H 0.2819 -1.3145 5.6470 0.024
H 0.3896 -2.6947 4.5574 0.033
H -1.0905 -1.7501 4.6441 0.040
H 0.2738 1.7735 4.0694 0.028
H -1.2913 1.0745 3.6417 0.033
H -0.1859 1.6312 2.3785 -0.004
H 2.9944 -0.9266 4.7931 0.092
H 5.3970 -0.6822 4.3571 0.096
H 6.1660 0.0182 2.1083 0.098
H 4.5391 0.4171 0.3352 0.086
H 3.3679 -1.3642 -1.1518 0.013
H 1.8675 -1.4024 -2.0691 0.008
H 2.0112 -2.3261 -0.5861 0.015
H 3.4978 1.3986 -1.3027 0.005
H 2.5363 2.5420 -0.3805 0.016
H 1.9320 1.9010 -1.8928 0.002

What did the first record say?
64
Properties=species:S:1:pos:R:3:lowdin_charge:R:1 method="wB97M-V/def2-TZVPD" charge=-1 multiplicity=6 total_energy_ev=-61021.8213 lumo_ev="2.49 / 1.45" max_force_ev_per_a=2.09 mol_weight_g_mol=704.9 gap_ev="4.1 / 6.4"
Ir -0.7860 0.2365 -0.3721 1.277
N -2.3425 1.9565 0.6637 -0.042
C -3.6055 1.2276 0.7495 -0.181
C -3.3536 -0.1515 1.3841 -0.586
O -3.9963 -0.5017 2.3811 -0.024
N -2.4545 -0.8659 0.7240 -0.086
C -2.2354 -2.1973 1.2366 -0.138
C -0.8152 -2.4115 1.6926 -0.541
O -0.2757 -3.4788 1.8435 0.106
O -0.2056 -1.2450 1.8953 -0.207
H -2.1063 2.3131 1.5831 0.070
H -2.4072 2.7363 0.0166 0.059
H -3.9862 1.0676 -0.2632 0.117
H -4.3634 1.7586 1.3444 0.112
H -2.5028 -2.9610 0.4989 0.124
H -2.8752 -2.3288 2.1291 0.130
F -0.7585 5.2482 -2.8852 0.004
C -0.8956 3.8934 -3.0642 -0.289
C -0.8395 3.0490 -1.9541 -0.123
C -1.0013 1.6876 -2.0895 -0.216
C -1.1816 1.1096 -3.3908 -0.164
C -1.2798 2.0277 -4.4666 -0.213
F -1.5244 1.6051 -5.7495 0.015
C -1.1429 3.3902 -4.3269 0.026
C -1.2261 -0.3102 -3.4982 -0.253
C -1.4659 -1.0407 -4.6852 -0.046
C -1.5000 -2.4061 -4.6804 -0.123
C -1.3026 -3.0992 -3.4620 -0.120
C -1.0532 -2.3509 -2.3386 -0.199
N -1.0081 -1.0234 -2.3241 -0.060
H -0.6498 3.5045 -0.9902 0.092
H -1.2410 4.0387 -5.1824 0.119
H -1.6297 -0.5149 -5.6095 0.092
H -1.6664 -2.9691 -5.5868 0.084
H -1.3514 -4.1765 -3.4216 0.078
H -0.8761 -2.8402 -1.3869 0.094
C -0.0031 -1.6871 4.6689 -0.132
Si 0.5510 -0.5870 3.2142 0.536
C -0.2448 1.1443 3.3510 -0.140
C 2.3829 -0.4217 2.8037 -0.236
C 3.3314 -0.6347 3.8064 -0.113
C 4.6804 -0.4874 3.5697 -0.104
C 5.1080 -0.0930 2.3108 -0.090
C 4.1779 0.1251 1.3114 -0.115
C 2.8102 -0.0430 1.5145 -0.268
Si 1.6517 0.1535 -0.0510 0.531
C 2.2849 -1.3918 -1.0666 -0.215
C 2.4882 1.6500 -0.9961 -0.224
H 0.2819 -1.3145 5.6470 0.024
H 0.3896 -2.6947 4.5574 0.033
H -1.0905 -1.7501 4.6441 0.040
H 0.2738 1.7735 4.0694 0.028
H -1.2913 1.0745 3.6417 0.033
H -0.1859 1.6312 2.3785 -0.004
H 2.9944 -0.9266 4.7931 0.092
H 5.3970 -0.6822 4.3571 0.096
H 6.1660 0.0182 2.1083 0.098
H 4.5391 0.4171 0.3352 0.086
H 3.3679 -1.3642 -1.1518 0.013
H 1.8675 -1.4024 -2.0691 0.008
H 2.0112 -2.3261 -0.5861 0.015
H 3.4978 1.3986 -1.3027 0.005
H 2.5363 2.5420 -0.3805 0.016
H 1.9320 1.9010 -1.8928 0.002